Entry from OMol25: a cluster of 9 separate species, C39H90NO8 in total (ωB97M-V/def2-TZVPD).

```
138
Properties=species:S:1:pos:R:3
C 4.9635 1.5525 -0.5293
C 3.8894 1.9024 -0.1216
C 2.4488 2.0747 0.2727
C 1.9526 3.5630 0.1825
C 1.3703 3.6885 -1.2125
N 1.2470 2.5482 -1.7822
C 1.6358 1.4249 -0.9008
C 0.2712 0.9110 -0.3171
H 5.7953 1.0083 -0.9477
H 2.2618 1.5344 1.2079
H 1.4486 4.0367 1.0349
H 2.9040 4.1343 0.0900
H 1.0716 4.5962 -1.7522
H 0.9062 2.4163 -2.7312
H 2.2498 0.6988 -1.4515
H 0.2488 0.9645 0.7838
H 0.0808 -0.1476 -0.5660
H -0.5894 1.4959 -0.6813
C -5.6041 0.4755 -1.2886
C -4.2370 1.1074 -1.4646
O -3.1805 0.1689 -1.6094
C -3.2740 -0.7144 -2.7184
C -3.3032 -0.0075 -4.0614
H -5.6099 -0.1924 -0.4249
H -6.3594 1.2493 -1.1394
H -5.8973 -0.1131 -2.1591
H -3.9988 1.6924 -0.5734
H -4.2364 1.8102 -2.3056
H -4.1369 -1.3766 -2.6041
H -2.3896 -1.3538 -2.6768
H -4.1763 0.6382 -4.1642
H -3.3310 -0.7363 -4.8721
H -2.4161 0.6201 -4.1835
C -5.0847 -5.6549 -2.4676
C -5.6455 -4.2497 -2.5962
O -5.6543 -3.7598 -3.9286
C -6.4194 -4.5049 -4.8633
C -7.8939 -4.5984 -4.5131
H -4.0694 -5.6990 -2.8666
H -5.0627 -5.9590 -1.4198
H -5.6830 -6.3848 -3.0139
H -5.0178 -3.5634 -2.0241
H -6.6491 -4.1848 -2.1622
H -5.9849 -5.5004 -5.0018
H -6.3144 -3.9884 -5.8189
H -8.0574 -5.1190 -3.5682
H -8.4340 -5.1415 -5.2899
H -8.3277 -3.6011 -4.4168
C -2.6683 7.5813 -1.1218
C -3.1115 7.2336 0.2883
O -3.8035 5.9967 0.3820
C -3.0906 4.8473 -0.0237
C -1.8217 4.6013 0.7771
H -3.5253 7.6057 -1.7968
H -2.1845 8.5590 -1.1353
H -1.9586 6.8524 -1.5196
H -3.8075 7.9951 0.6410
H -2.2631 7.2465 0.9821
H -2.8756 4.8910 -1.0983
H -3.7683 4.0040 0.1186
H -1.1009 5.4149 0.6602
H -1.3375 3.6755 0.4511
H -2.0512 4.5195 1.8408
C -8.3392 4.3895 0.1637
C -8.3692 4.6220 -1.3370
O -8.6704 3.4586 -2.0905
C -9.9265 2.8513 -1.8325
C -11.1136 3.7590 -2.1013
H -7.6165 3.6100 0.4156
H -8.0590 5.3074 0.6830
H -9.3098 4.0724 0.5474
H -7.3805 4.9468 -1.6662
H -9.0616 5.4303 -1.5951
H -9.9559 2.4590 -0.8101
H -9.9849 1.9861 -2.4952
H -11.1109 4.6377 -1.4544
H -12.0476 3.2221 -1.9294
H -11.0977 4.1126 -3.1339
C 7.3698 -1.3665 4.1754
C 6.0019 -1.7442 3.6389
O 4.9218 -1.1956 4.3825
C 4.8660 0.2153 4.4511
C 4.7399 0.8872 3.0946
H 7.4700 -1.6739 5.2180
H 8.1517 -1.8531 3.5893
H 7.5427 -0.2894 4.1338
H 5.8846 -2.8271 3.6919
H 5.9080 -1.4753 2.5805
H 5.7278 0.6054 5.0024
H 3.9849 0.4547 5.0497
H 5.6026 0.6892 2.4579
H 4.6548 1.9699 3.2127
H 3.8544 0.5193 2.5692
C -2.0332 4.6950 6.6932
C -2.5803 6.1023 6.5302
O -2.5933 6.5592 5.1865
C -3.3699 5.8019 4.2757
C -4.8435 5.7311 4.6335
H -1.0205 4.6297 6.2895
H -2.0075 4.4193 7.7484
H -2.6430 3.9562 6.1707
H -1.9437 6.7978 7.0784
H -3.5799 6.1877 6.9688
H -2.9430 4.7979 4.1593
H -3.2680 6.2937 3.3056
H -5.0077 5.2358 5.5917
H -5.3923 5.1743 3.8721
H -5.2664 6.7345 4.7071
C 9.2774 -3.4303 -1.0523
C 9.8204 -3.1177 0.3316
O 8.9610 -3.5189 1.3848
C 8.6641 -4.9062 1.4528
C 9.8856 -5.7860 1.6387
H 8.3015 -2.9608 -1.1951
H 9.9600 -3.0595 -1.8191
H 9.1509 -4.5030 -1.2087
H 9.9385 -2.0372 0.4330
H 10.8166 -3.5512 0.4690
H 8.0898 -5.2153 0.5734
H 8.0024 -5.0325 2.3121
H 10.5766 -5.7067 0.7977
H 9.5878 -6.8316 1.7272
H 10.4325 -5.4990 2.5393
C 9.7337 -8.2033 -3.0403
C 9.4984 -8.5569 -1.5824
O 8.3583 -7.9281 -1.0182
C 7.1131 -8.2236 -1.6281
C 6.7498 -9.6977 -1.5988
H 9.8322 -7.1223 -3.1604
H 10.6458 -8.6800 -3.4024
H 8.9112 -8.5302 -3.6781
H 10.3518 -8.2191 -0.9919
H 9.4388 -9.6418 -1.4461
H 7.0894 -7.8337 -2.6516
H 6.3622 -7.6627 -1.0681
H 7.4641 -10.3055 -2.1562
H 5.7642 -9.8541 -2.0400
H 6.7366 -10.0674 -0.5718
```

Output
Total charge = +1
Orbital gap = 6.837 eV
Energy = -59760.19096 eV
Relative energy (zero: lowest compared OMol25 entry of this formula, charge and spin) = 0.000 eV